# C33H26N3O12P3PdS3

A structure of composition C33H26N3O12P3PdS3 in a non-equilibrium geometry (ωB97M-V with the def2-TZVPD basis set, the Open Molecules 2025 dataset).

```
81
Properties=species:S:1:pos:R:3:mulliken_charge:R:1
Pd -0.73040 0.29225 -1.12531 1.55
S 2.51454 3.77094 -0.64428 -0.13
S 2.97926 6.56172 -1.56980 -0.48
S 0.49728 1.75688 0.26731 -0.57
P 1.91809 -2.22129 -0.01553 0.56
P -1.83190 -1.54461 -2.63870 0.24
P -0.19732 0.37437 -3.92103 0.72
O -2.72289 -0.46595 -2.09867 -0.64
O -2.30734 1.10691 0.31229 -0.88
O -1.16025 -0.94127 -4.00641 -0.30
O -1.23935 1.54734 -3.42267 -0.34
O 1.52456 -0.81860 -0.19765 -0.04
O 0.28563 0.63561 -5.28514 -0.86
O 0.73584 0.23878 -2.75483 -0.38
O -2.79678 -2.65171 -3.33689 -0.67
O -3.79116 3.28995 4.63723 -0.60
O -0.81085 -2.22114 -1.80553 -0.08
O -1.88268 -1.02323 0.65856 -0.44
O -5.04075 2.13479 5.99074 -0.65
N 0.59033 5.35568 -1.12036 0.57
N -4.35933 2.23755 4.95280 1.00
N -0.01002 4.20043 -0.75614 -0.80
C -3.35817 0.03335 2.16252 0.01
C -2.50393 7.09954 -2.02034 -0.60
C 4.89420 -1.28833 2.61687 -0.59
C 0.11945 7.74889 -1.40087 -0.45
C -0.64125 -5.24443 1.15982 -0.79
C -1.37904 -4.57251 2.12275 -0.57
C -4.80257 -1.17862 3.66510 -0.66
C 0.36467 -4.58968 0.46840 -0.24
C -4.01654 -1.14396 2.52326 -0.42
C 3.88916 -4.09463 -3.71005 -0.47
C 0.62405 -3.25624 0.73927 0.94
C -0.08214 -2.59765 1.73786 -0.66
C -0.27453 6.41511 -1.42721 0.58
C 2.67195 -2.98194 -1.49197 0.25
C 5.30849 -2.52126 3.09704 -0.41
C 1.94890 5.35284 -1.13083 0.22
C -0.79334 8.74053 -1.71064 -0.66
C 0.80160 3.25313 -0.45409 0.30
C -2.46374 0.03575 0.94902 0.53
C 3.26102 -2.37429 1.22880 -0.15
C -4.24310 1.11195 4.11341 -0.13
C -2.10407 8.42801 -2.03168 -0.38
C 4.69739 -3.68214 2.64406 -0.67
C 2.50859 -4.11478 -3.59169 -0.85
C -1.08765 -3.25331 2.42439 -0.51
C 3.67974 -3.60767 1.71004 -0.20
C -4.92122 -0.06189 4.46424 -0.37
C 1.89237 -3.54677 -2.48911 0.09
C -1.60161 6.09773 -1.72389 -0.39
C 3.86936 -1.21397 1.68661 -0.32
C 4.05206 -2.91391 -1.63636 -0.60
C 4.66214 -3.47270 -2.74403 -0.64
C -3.46656 1.16330 2.95263 -0.28
H 5.38068 -0.38658 2.96626 0.41
H 0.81779 -3.50213 -2.39254 0.44
H 0.15751 -1.56483 1.94710 0.16
H 5.02116 -4.64642 3.01644 0.38
H -2.02253 1.60068 -3.96904 0.22
H 3.52557 -0.26413 1.29812 0.49
H 1.12771 8.02098 -1.13971 0.22
H 4.64434 -2.41245 -0.88343 0.39
H -3.53205 6.84174 -2.23486 0.35
H -1.89853 5.06189 -1.69910 0.61
H -3.90050 -2.01917 1.90165 0.56
H 5.73796 -3.42250 -2.85560 0.39
H 0.94229 -5.11089 -0.28283 0.47
H -2.17614 -5.08679 2.64585 0.38
H -2.81020 9.21283 -2.27501 0.35
H 3.20271 -4.50783 1.34621 0.38
H -2.94652 2.06700 2.67244 0.65
H -5.51366 -0.05872 5.36756 0.47
H 6.11014 -2.58503 3.82342 0.36
H 1.91029 -4.57703 -4.36271 0.43
H -1.65868 -2.73014 3.17749 0.50
H -5.31643 -2.08875 3.94338 0.37
H -3.51986 -2.16421 -3.73039 0.28
H -0.46889 9.77207 -1.68314 0.34
H 4.37170 -4.55056 -4.56395 0.36
H -0.85604 -6.28389 0.94302 0.38
```

Values from the calculation:
HOMO-LUMO gap (alpha / beta) = 5.781 / 5.784 eV
Molar mass = 952.1 g/mol
Maximum force = 0.059 hartree/bohr
ΔE to the lowest compared entry with this formula, charge and spin = 2.824 eV
Total charge = -2

---

# C22H43ClO11P2S

A cluster of 3 separate species, C22H43ClO11P2S in total in a non-equilibrium geometry (ωB97M-V with the def2-TZVPD basis set, the Open Molecules 2025 dataset).

```
80
Properties=species:S:1:pos:R:3:mulliken_charge:R:1
Cl 1.22061 -5.69801 -6.17966 -0.11
S -1.83722 -6.33577 -4.13329 -0.22
P -1.82361 5.37706 2.95560 1.13
P -0.74640 -1.42879 2.49086 1.20
O -0.29192 -0.44572 3.72702 -0.22
O -1.45635 5.20404 1.34071 -0.31
O 0.20300 -0.85302 -3.29401 -0.43
O -1.88456 7.01776 2.75006 -0.41
O -0.24125 5.22807 3.36276 -0.30
O -1.72471 -0.55257 1.75845 -0.78
O -2.48755 5.32198 4.30346 -0.77
O 3.67992 -3.12235 -3.10912 -0.46
O 0.04213 -2.71971 3.18758 -0.40
O 2.40171 -1.34599 -3.63891 -0.31
O 0.54767 -1.19656 1.49139 -0.32
C 0.57589 0.62977 -0.07724 -0.90
C -1.45919 7.02775 -0.23640 -1.12
C 2.84723 -2.66349 -3.77709 0.25
C -1.32575 -1.40464 5.71345 -1.13
C -1.46796 -3.71429 -4.96615 -0.66
C 2.03322 -3.31519 -4.91726 -0.20
C 0.38611 2.99215 2.62779 -0.90
C -2.24892 5.87637 0.34711 -0.25
C 0.62776 -3.73653 2.35511 -0.18
C 0.24116 3.95517 3.79039 -0.55
C 0.88693 -2.61302 -4.85171 0.64
C -1.20917 -0.20465 4.79189 -0.23
C -0.98729 -4.70248 -3.84939 -0.28
C 1.02177 -1.47744 -3.82200 0.19
C -0.33552 -2.90332 -5.70480 -0.90
C 2.13482 -3.60341 2.37726 -1.12
C 3.59448 -6.07084 -4.08138 -0.98
C -2.32122 8.47981 4.61997 -1.19
C 3.79916 -5.15428 -5.32047 -0.77
C 2.48044 -4.46767 -5.80674 0.12
C 0.36386 -0.85438 0.11357 -0.30
C -2.89213 7.80191 3.39238 -0.31
H 1.11257 -1.41154 -0.45732 0.15
H 0.35524 0.92615 -1.10376 0.41
H -2.21617 -3.02983 -4.53364 0.34
H 4.13191 -5.80968 -6.14541 0.43
H -0.83503 -7.15109 -4.57534 0.11
H 0.23390 -3.69179 1.33905 0.24
H -3.10211 9.01122 5.16742 0.38
H -1.92493 -1.15951 6.59198 0.42
H -1.54812 9.19516 4.33245 0.30
H -0.78647 -1.92239 -5.96355 0.36
H -0.59255 2.73210 2.21525 0.28
H -3.76522 7.19684 3.63395 0.36
H 0.34532 -4.70398 2.77576 0.38
H 0.08385 -4.93514 -3.87480 0.03
H 2.74571 -4.00037 -6.77797 0.41
H -2.18532 0.08151 4.38961 0.33
H 2.60255 -4.40335 1.80098 0.39
H -1.99531 -4.29516 -5.74309 0.38
H -0.61403 -1.17402 -0.24489 0.35
H -3.20226 6.20897 0.75930 0.28
H -0.34015 -1.73965 6.03808 0.26
H 2.46192 -2.65046 1.96373 0.25
H -2.01876 7.51462 -1.03688 0.39
H -0.41542 3.54524 4.56367 0.28
H -3.21435 8.55828 2.67072 0.36
H -2.46544 5.15214 -0.44109 0.38
H -1.32382 -4.32568 -2.86938 0.33
H 4.32153 -6.90315 -4.17336 0.36
H 0.96651 3.44314 1.82161 0.33
H 2.50766 -3.63863 3.40288 0.32
H 2.60095 -6.54518 -4.02565 0.29
H 0.87773 2.07133 2.94709 0.44
H 1.61096 0.89609 0.14786 0.36
H -1.85053 7.76141 5.29141 0.29
H 4.54310 -4.37221 -5.10446 0.41
H 3.81671 -5.58234 -3.12062 0.23
H 1.21843 4.12935 4.24393 0.34
H -1.22182 7.77730 0.51730 0.26
H -0.09180 -3.37281 -6.66956 0.48
H -1.79969 -2.24509 5.19927 0.27
H -0.50452 6.67588 -0.63244 0.32
H -0.81885 0.64744 5.35149 0.24
H -0.05103 1.21118 0.59727 -0.01
```

Values from the calculation:
SMILES = CC[C@@H](Cl)C1=C(CCCS)C(=O)OC1=O.CCOP(=O)(OCC)OCC.CCOP(=O)(OCC)OCC
HOMO-LUMO gap = 8.522 eV
Molar mass = 613.0 g/mol
Maximum force = 0.151 hartree/bohr